1.
A 10-piece molecular cluster, ClH18O13 overall. Source: the OMol25 dataset; level of theory: wB97M-V/def2-TZVPD.

LUMO = 2.65 eV
energy = -1448.9346 Eh
gap between HOMO and LUMO = 9.9 eV
2S+1 = 1
maximum force = 4.643 eV/A
net charge = -1
energy above the lowest of the compared OMol25 structures with the same formula, charge and spin = 109.5 kJ/mol

Structure (XYZ):
```
32
ClH18O13, DFT wB97M-V/def2-TZVPD
Cl -21.587 18.181 -16.147
O -22.017 17.231 -17.195
O -20.601 17.494 -15.276
O -20.936 19.428 -16.778
O -22.729 18.608 -15.334
O -19.572 17.328 -18.689
H -19.231 16.843 -17.986
H -20.507 17.468 -18.439
O -19.577 16.668 -12.894
H -19.982 17.249 -12.257
H -19.806 17.026 -13.729
O -18.398 19.597 -17.436
H -18.853 18.836 -17.772
H -19.147 20.039 -16.981
O -23.337 17.419 -12.893
H -22.716 16.831 -13.320
H -23.317 18.114 -13.578
O -19.468 21.673 -15.545
H -20.307 22.090 -15.355
H -19.318 21.309 -14.663
O -19.103 15.460 -16.441
H -18.271 15.224 -16.040
H -19.602 15.855 -15.745
O -23.238 15.026 -16.040
H -23.175 15.957 -16.222
H -22.538 14.559 -16.452
O -21.809 20.574 -13.368
H -22.030 20.469 -14.274
H -20.882 20.345 -13.279
O -22.114 14.350 -19.092
H -21.760 13.886 -18.338
H -21.979 15.285 -19.012
```

These are the Löwdin partial charges, in e, on atoms 1 to 2: number 1, Cl, carries 0.841; number 2, O, carries -0.355

=====

2.
C32H36Cl4N4O5PRu as an isolated structure. Source: the OMol25 dataset; level of theory: wB97M-V/def2-TZVPD.

LUMO (spin up / spin down) = 4.28 / 4.28 eV
energy = -4113.3299 Eh
gap between HOMO and LUMO (spin up / spin down) = 4.4 / 5.7 eV
2S+1 = 2
maximum force = 2.893 eV/A
net charge = -2

Structure (XYZ):
```
83
C32H36Cl4N4O5PRu, DFT wB97M-V/def2-TZVPD
Ru 0.258 0.218 0.059
Cl -5.920 3.665 -0.034
C -4.444 2.980 0.564
C -4.088 3.157 1.889
Cl -5.131 4.048 2.953
C -2.886 2.623 2.368
Cl -2.453 2.850 4.035
C -1.999 1.908 1.545
O -0.888 1.416 1.935
C -2.388 1.713 0.158
O -1.595 1.037 -0.598
C -3.595 2.257 -0.286
Cl -4.036 2.030 -1.953
O 2.835 -1.805 -2.609
C 2.168 -1.466 -1.623
O 0.888 -1.412 -1.577
C 2.851 -1.200 -0.323
C 4.113 -1.711 -0.068
C 4.647 -1.680 1.208
C 3.872 -1.110 2.258
C 4.295 -1.075 3.594
C 3.511 -0.493 4.579
C 2.276 0.052 4.253
C 1.821 0.019 2.945
C 2.599 -0.555 1.927
N 2.108 -0.598 0.648
H 4.638 -2.166 -0.897
H 5.615 -2.113 1.430
H 5.257 -1.510 3.845
H 3.868 -0.468 5.603
H 1.658 0.505 5.019
H 0.852 0.423 2.676
C 1.224 -4.696 -1.074
N 0.531 -4.110 0.050
C 1.281 -4.006 1.291
P -0.790 -3.095 -0.052
O -0.781 -1.787 0.648
N -1.439 -3.174 -1.578
C -2.029 -1.973 -2.145
C -1.977 -4.405 -2.096
N -1.918 -4.040 0.871
C -2.606 -3.423 1.985
C -1.785 -5.467 1.017
H 2.278 -4.413 -1.074
H 0.793 -4.331 -2.004
H 1.161 -5.795 -1.037
H 2.302 -3.664 1.106
H 1.324 -4.975 1.807
H 0.800 -3.278 1.945
H -1.570 -1.094 -1.703
H -3.113 -1.936 -1.976
H -1.838 -1.944 -3.222
H -1.362 -5.249 -1.785
H -1.973 -4.359 -3.189
H -3.009 -4.584 -1.759
H -2.580 -2.344 1.860
H -2.132 -3.675 2.946
H -3.651 -3.757 2.023
H -1.114 -5.862 0.258
H -2.763 -5.956 0.912
H -1.378 -5.744 2.003
C 3.535 2.213 -0.131
C 2.141 2.799 -0.456
C 1.579 3.410 0.842
C 1.184 1.735 -0.926
C 2.310 3.815 -1.577
C 2.731 3.361 -2.831
C 2.911 4.232 -3.890
C 2.681 5.592 -3.725
C 2.250 6.056 -2.494
C 2.055 5.175 -1.437
H 3.469 1.575 0.749
H 4.244 3.021 0.065
H 3.905 1.607 -0.957
H 1.379 2.596 1.538
H 0.631 3.914 0.654
H 2.290 4.106 1.296
H 0.595 2.025 -1.802
H 2.893 2.300 -2.976
H 3.219 3.853 -4.858
H 2.851 6.284 -4.542
H 2.058 7.114 -2.352
H 1.692 5.565 -0.496
```

These are the Löwdin partial charges, in e, on atoms 1 to 2: number 1, Ru, carries 1.289; number 2, Cl, carries 0.579

=====

3.
A 11-piece molecular cluster, C57H121F3O33 overall. Source: the OMol25 dataset; level of theory: wB97M-V/def2-TZVPD.

LUMO = 0.26 eV
energy = -5026.4617 Eh
gap between HOMO and LUMO = 9.4 eV
2S+1 = 1
maximum force = 3.836 eV/A
energy above the lowest of the compared OMol25 structures with the same formula, charge and spin = 0.0 kJ/mol
SMILES = O=C1OC[C@@H](F)O1.O=C1OC[C@@H](F)O1.O=C1OC[C@@H](F)O1.COCCOCCOC.COCCOCCOC.COCCOCCOC.COCCOCCOC.COCCOCCOC.COCCOCCOC.COCCOCCOC.COCCOCCOC

Structure (XYZ):
```
214
C57H121F3O33, DFT wB97M-V/def2-TZVPD
O -25.842 -21.518 15.840
C -24.840 -20.996 15.403
O -24.420 -20.913 14.154
C -23.144 -20.202 14.077
C -22.923 -19.855 15.547
F -23.197 -18.492 15.726
O -23.899 -20.476 16.266
H -22.473 -20.934 13.614
H -23.267 -19.252 13.519
H -21.907 -20.036 15.936
O -19.925 -16.815 15.368
C -19.422 -17.897 15.215
O -18.837 -18.648 16.114
C -18.433 -19.914 15.514
C -18.871 -19.784 14.051
F -19.882 -20.693 13.778
O -19.423 -18.508 13.963
H -17.348 -20.008 15.586
H -18.979 -20.716 16.012
H -18.073 -19.937 13.323
O -15.111 -18.119 20.325
C -15.961 -18.990 20.156
O -16.125 -19.595 18.966
C -17.333 -20.380 19.057
C -17.498 -20.575 20.538
F -16.986 -21.746 21.028
O -16.799 -19.468 21.105
H -18.202 -19.800 18.739
H -17.232 -21.305 18.488
H -18.526 -20.472 20.869
C -21.938 -17.336 11.797
O -22.741 -17.908 10.733
C -22.096 -18.216 9.531
C -23.118 -18.690 8.495
O -24.034 -19.659 8.970
C -23.588 -20.953 9.192
C -24.671 -21.886 9.756
O -24.870 -21.761 11.168
C -26.171 -22.181 11.604
H -21.838 -16.230 11.726
H -20.927 -17.761 11.784
H -22.466 -17.617 12.706
H -21.227 -18.863 9.706
H -21.652 -17.316 9.089
H -22.589 -19.090 7.653
H -23.768 -17.865 8.221
H -22.741 -20.960 9.894
H -23.346 -21.272 8.214
H -24.245 -22.897 9.640
H -25.659 -21.824 9.269
H -27.003 -21.716 11.046
H -26.238 -21.950 12.659
H -26.249 -23.231 11.348
C -21.524 -23.496 13.765
O -22.576 -23.410 14.678
C -23.567 -24.377 14.461
C -23.181 -25.765 14.927
O -24.164 -26.673 14.440
C -23.865 -28.050 14.631
C -24.782 -28.933 13.834
O -24.471 -28.961 12.435
C -25.567 -29.322 11.610
H -21.082 -24.510 13.807
H -20.806 -22.755 14.077
H -21.849 -23.297 12.727
H -23.802 -24.473 13.388
H -24.479 -24.029 14.955
H -23.127 -25.934 15.997
H -22.257 -25.975 14.395
H -23.960 -28.237 15.705
H -22.819 -28.290 14.348
H -25.800 -28.510 13.960
H -24.803 -29.975 14.133
H -25.825 -30.337 11.885
H -25.170 -29.242 10.612
H -26.450 -28.690 11.720
C -15.873 -16.880 16.177
O -15.639 -17.548 14.927
C -14.594 -18.474 14.904
C -14.523 -19.127 13.556
O -15.740 -19.817 13.279
C -15.629 -21.065 12.677
C -15.436 -22.201 13.681
O -16.662 -22.207 14.452
C -16.550 -22.837 15.768
H -15.168 -16.047 16.306
H -15.778 -17.594 16.994
H -16.884 -16.493 16.068
H -14.753 -19.255 15.646
H -13.627 -17.987 15.039
H -13.636 -19.762 13.561
H -14.407 -18.323 12.794
H -14.807 -20.938 11.996
H -16.583 -21.231 12.177
H -14.594 -21.974 14.371
H -15.352 -23.209 13.257
H -16.156 -23.843 15.708
H -17.526 -22.888 16.246
H -15.888 -22.262 16.405
C -16.380 -16.588 8.775
O -16.480 -17.665 9.734
C -17.384 -17.382 10.762
C -16.890 -16.624 12.063
O -16.802 -15.197 11.897
C -16.219 -14.461 13.006
C -16.192 -12.995 12.488
O -15.737 -12.072 13.496
C -15.810 -10.690 13.123
H -15.856 -15.793 9.270
H -17.361 -16.192 8.503
H -15.803 -17.090 7.996
H -17.577 -18.385 11.143
H -18.301 -16.818 10.469
H -15.973 -17.072 12.378
H -17.655 -16.947 12.737
H -15.258 -14.862 13.232
H -16.790 -14.413 13.936
H -17.237 -12.766 12.161
H -15.556 -12.972 11.570
H -15.414 -10.133 13.980
H -16.863 -10.472 12.970
H -15.188 -10.403 12.272
C -18.370 -13.960 17.049
O -17.903 -12.635 17.147
C -18.898 -11.644 17.039
C -19.229 -11.157 15.614
O -20.076 -11.995 14.908
C -20.634 -11.439 13.757
C -21.458 -12.507 13.011
O -20.741 -13.566 12.345
C -20.089 -14.526 13.184
H -17.512 -14.577 17.072
H -18.910 -13.974 16.118
H -19.014 -14.168 17.907
H -18.443 -10.810 17.551
H -19.787 -12.017 17.540
H -18.363 -10.862 15.055
H -19.860 -10.273 15.859
H -19.818 -11.104 13.078
H -21.270 -10.555 13.944
H -21.965 -11.956 12.209
H -22.227 -12.981 13.675
H -19.273 -14.050 13.751
H -19.731 -15.320 12.536
H -20.792 -14.986 13.878
C -12.103 -22.833 11.005
O -13.493 -23.018 10.909
C -13.810 -24.309 10.478
C -15.300 -24.502 10.272
O -15.821 -23.686 9.215
C -17.179 -23.973 8.911
C -18.174 -23.270 9.729
O -18.087 -21.888 9.532
C -19.048 -21.055 10.150
H -11.990 -21.894 11.530
H -11.553 -22.866 10.080
H -11.724 -23.701 11.553
H -13.436 -25.071 11.166
H -13.370 -24.588 9.509
H -15.709 -24.122 11.208
H -15.495 -25.538 10.022
H -17.399 -25.050 8.878
H -17.349 -23.672 7.868
H -17.958 -23.533 10.772
H -19.197 -23.621 9.492
H -18.932 -20.100 9.668
H -18.850 -21.066 11.220
H -20.096 -21.357 10.006
C -18.682 -24.053 19.713
O -19.212 -23.075 18.775
C -20.596 -22.974 18.717
C -21.042 -21.960 17.718
O -20.563 -20.644 17.882
C -21.253 -19.872 18.911
C -20.869 -18.396 18.811
O -19.542 -18.195 19.353
C -19.097 -16.870 19.161
H -18.974 -25.016 19.340
H -18.983 -23.954 20.761
H -17.624 -23.876 19.564
H -21.001 -22.713 19.727
H -21.065 -23.931 18.433
H -22.136 -22.010 17.595
H -20.500 -22.278 16.813
H -21.001 -20.357 19.846
H -22.336 -19.968 18.726
H -21.556 -17.868 19.472
H -20.937 -17.962 17.788
H -18.966 -16.718 18.103
H -18.153 -16.792 19.703
H -19.760 -16.177 19.662
C -24.828 -10.773 20.025
O -24.536 -11.522 18.884
C -23.269 -11.268 18.276
C -22.991 -12.320 17.221
O -22.271 -13.387 17.747
C -22.146 -14.533 16.901
C -23.301 -15.285 16.313
O -24.038 -14.639 15.364
C -25.190 -15.406 14.901
H -24.208 -11.118 20.846
H -25.907 -10.762 20.191
H -24.591 -9.698 19.936
H -22.370 -11.206 18.929
H -23.348 -10.262 17.810
H -22.391 -11.925 16.393
H -23.946 -12.675 16.859
H -21.620 -15.222 17.565
H -21.529 -14.277 16.021
H -23.991 -15.548 17.115
H -22.832 -16.217 15.949
H -24.859 -16.284 14.355
H -25.643 -14.734 14.166
H -25.883 -15.679 15.707
```

These are the Löwdin partial charges, in e, on atoms 1 to 2: number 1, O, carries 0.145; number 2, C, carries -0.532

=====

4.
A single C2H5NO2 molecule. Source: the OMol25 dataset; level of theory: wB97M-V/def2-TZVPD.

LUMO = 0.70 eV
energy = -284.3547 Eh
gap between HOMO and LUMO = 10.4 eV
2S+1 = 1
maximum force = 3.945 eV/A
energy above the lowest of the compared OMol25 structures with the same formula, charge and spin = 295.7 kJ/mol
SMILES = CC(=O)NO

Structure (XYZ):
```
10
C2H5NO2, DFT wB97M-V/def2-TZVPD
C 1.390 -0.153 -0.027
C -0.014 0.417 -0.066
O -0.385 1.557 -0.065
N -1.032 -0.548 -0.206
O -2.333 0.022 -0.013
H 1.893 -0.341 1.102
H 2.137 0.665 -0.517
H 1.352 -1.195 -0.768
H -0.897 -1.369 0.463
H -2.111 0.944 0.097
```

These are the Löwdin partial charges, in e, on atoms 1 to 2: number 1, C, carries -0.053; number 2, C, carries -0.577

=====

- The lowest maximum force belongs to which entry?
  C32H36Cl4N4O5PRu

=====

- Look up the energy of the second one.
  -4113.3299 Eh

=====

- The lowest energy belongs to which entry?
  C57H121F3O33